# 1
CH7O2 | wB97M-V/def2-TZVPD

Structure (XYZ):
```
10
Properties=species:S:1:pos:R:3:forces:R:3
H 1.25157 -1.90084 0.97503 0.121 0.315 0.333
O -0.68322 1.70087 -0.17531 -0.023 -0.760 0.312
O -0.33347 -0.82308 0.07759 2.073 -1.690 -0.413
H 0.05877 2.19425 -0.50611 0.409 0.608 -0.215
H 1.50197 -1.53664 -0.74129 -0.264 -0.130 0.014
H 1.66993 -0.18575 0.34694 0.091 -0.040 0.598
H -1.47228 2.21988 -0.33563 -0.255 0.193 0.029
C 1.17105 -1.13655 0.21574 -0.194 -0.327 -0.319
H -0.42653 0.09303 0.38752 -0.806 1.467 -0.159
H -0.35095 -0.81354 -0.89196 -1.152 0.364 -0.179
```
Forces are in eV/Å.

The spin multiplicity is 1. For the energy above the lowest of the compared OMol25 structures with the same formula, charge and spin, the calculation gives 0.525 eV. Its net charge is +1. The calculation puts the HOMO energy at -17.39 eV. Its gap between HOMO and LUMO is 13.4 eV.

Mulliken population analysis, charges in e, atoms 1 to 8:
1 H 0.24
2 O -0.64
3 O -0.31
4 H 0.32
5 H 0.36
6 H 0.31
7 H 0.32
8 C -0.57

---

# 2
C4H2N3O3 | wB97M-V/def2-TZVPD

Structure (XYZ):
```
12
Properties=species:S:1:pos:R:3:forces:R:3
N 0.89664 -2.36797 -2.19928 -0.302 -0.691 0.288
H 1.08231 -0.83397 0.78984 -0.327 0.194 -0.591
C 0.84589 1.39638 0.72300 0.095 1.361 -0.347
C 0.38254 -0.01415 0.64366 -0.216 -0.368 1.183
N 1.10170 -1.23871 -1.89277 -0.104 -0.885 -0.342
O -2.54363 1.89289 0.65629 0.956 -0.921 0.189
O -0.30879 2.20155 0.70710 -0.032 -0.286 0.029
O 1.92405 1.92351 0.80563 -1.052 -1.041 -0.016
C -1.44978 1.38847 0.70374 0.268 0.989 -0.255
C -0.95603 -0.01011 0.74604 0.178 0.063 -0.359
N 0.67338 -3.50193 -2.46287 0.386 1.687 0.237
H -1.64827 -0.83596 0.77962 0.151 -0.102 -0.016
```
Forces are in eV/Å.

The spin multiplicity is 1. For the energy above the lowest of the compared OMol25 structures with the same formula, charge and spin, the calculation gives 1.729 eV. Its net charge is -1. The calculation puts the HOMO energy at -3.10 eV. Its gap between HOMO and LUMO is 5.1 eV.

Mulliken population analysis, charges in e, atoms 1 to 8:
1 N 0.29
2 H 0.39
3 C 0.56
4 C -0.32
5 N -0.68
6 O -0.55
7 O -0.30
8 O -0.52

---

# 3
C24H27N3O5 | wB97M-V/def2-TZVPD

Structure (XYZ):
```
59
Properties=species:S:1:pos:R:3:forces:R:3
H -0.05994 5.74319 -2.22507 0.005 0.198 -0.056
C 2.07269 2.52277 2.26643 -0.484 -0.222 -0.449
C -3.34496 4.17550 -0.52531 0.211 -0.155 0.126
C -3.42735 3.10117 0.33179 -0.003 -0.490 0.507
H 1.32501 6.37846 -1.31420 -0.077 -0.260 0.148
H -4.31550 1.41295 2.34981 -0.126 -0.125 -0.030
C -1.03832 3.14636 0.60590 -0.256 -0.189 -0.065
C 0.65858 -1.16612 0.43838 -0.344 -1.236 0.747
C -0.38130 -3.40055 -3.42750 0.087 -0.347 -0.005
O 2.30959 -3.23274 -3.36521 0.499 -0.455 0.129
C 2.00821 -3.77895 0.66839 -0.513 0.328 0.187
H -1.45551 -0.94043 -3.40803 0.020 -0.118 0.013
H 0.99731 4.40065 2.00363 -0.350 -0.123 -0.091
O 2.33030 -1.02829 -3.37922 0.618 0.762 0.224
C 0.70539 -3.53412 1.13413 0.652 -1.408 0.078
C 0.63452 1.27815 1.05131 1.030 2.105 1.450
H 3.47308 0.42757 2.73837 -0.078 0.258 0.007
H 3.10303 -0.27579 1.16737 0.008 0.011 0.038
H -0.90423 -2.13203 1.43366 -0.405 -0.062 0.075
O -2.31427 1.59101 1.92902 0.808 1.410 -1.378
H -0.10800 -3.98616 -2.54889 0.006 -0.377 0.061
C -2.28534 2.59160 0.95114 0.193 -0.374 0.561
H -4.24052 4.56612 -0.98115 -0.084 0.022 -0.055
C 2.58933 -5.01362 0.81332 0.186 -0.135 0.022
C -2.13334 4.77607 -0.78228 0.603 0.365 -0.119
N 1.71101 -2.12450 -3.38693 -3.436 -0.173 -0.069
C 0.32706 -2.11216 -3.41516 2.049 0.073 0.144
O 0.30091 4.85985 -0.41164 -1.264 -1.140 0.510
H -0.31868 6.78501 -0.78292 -0.016 0.077 -0.129
C 1.89426 -6.03958 1.42500 -0.064 -0.152 0.052
H 2.95061 2.80271 2.82534 -0.005 -0.373 -0.018
N 0.16511 2.57927 1.13074 1.172 -0.623 0.361
H -0.97032 -4.41893 2.12994 -0.314 0.032 0.079
C -0.37191 -0.81735 -3.43640 0.167 0.219 -0.086
O -1.02940 0.28697 -0.30174 1.657 0.456 1.448
H -2.09834 5.63934 -1.42031 -0.016 0.105 -0.124
H 3.59067 -5.18017 0.45226 0.123 -0.012 -0.111
C 2.66618 0.11275 2.08328 0.172 -0.406 -0.043
H -3.34199 -0.06164 2.54659 0.173 0.209 -0.007
H -0.11408 -0.26433 -4.34080 0.008 0.374 -0.032
C 0.02347 -4.58984 1.75681 0.139 0.722 -0.266
C 0.30274 6.00650 -1.23011 0.063 0.351 -0.362
C 0.07153 -2.25947 0.99939 0.419 2.405 -0.761
H -4.38666 2.66335 0.53796 -0.148 -0.043 0.054
C 1.07379 3.33716 1.85609 -0.091 -0.486 -0.153
H -1.46418 -3.27058 -3.42953 0.002 0.130 -0.004
H 0.07293 -6.62295 2.37394 -0.106 -0.151 0.078
H 2.56757 -2.99516 0.19421 0.147 0.140 -0.272
C -3.49587 0.82587 1.93089 -0.450 -0.328 -0.075
C 0.01905 0.15353 0.35450 -2.398 -1.136 -1.757
H -3.72170 0.51203 0.90958 -0.154 -0.089 0.089
C -0.95657 4.28092 -0.22309 0.597 0.090 0.109
H -0.10437 -3.97614 -4.31190 -0.003 -0.335 -0.013
H 2.35155 -7.00793 1.53495 0.078 -0.191 0.020
C 0.61136 -5.82305 1.89442 0.115 -0.353 0.097
N 1.80264 1.25186 1.79265 -0.972 0.696 -0.565
H 2.10329 -0.67355 2.58126 -0.022 0.017 -0.094
H 1.64889 -1.26846 0.02981 0.204 0.149 -0.238
H -0.07901 -0.21410 -2.57486 -0.033 0.363 0.012
```
Forces are in eV/Å.

The spin multiplicity is 1. For the energy above the lowest of the compared OMol25 structures with the same formula, charge and spin, the calculation gives 10.620 eV. The calculation puts the HOMO energy at -4.50 eV. Its gap between HOMO and LUMO is 2.8 eV.

Mulliken population analysis, charges in e, atoms 1 to 8:
1 H 0.39
2 C -0.91
3 C -1.46
4 C -0.59
5 H 0.26
6 H 0.38
7 C 0.69
8 C -0.97

---

# 4
C35H24N6O4PdS2 | wB97M-V/def2-TZVPD

Structure (XYZ):
```
72
Properties=species:S:1:pos:R:3:forces:R:3
S -2.89149 -1.82785 -1.23694 0.174 0.606 0.254
O 0.66332 -0.68124 1.06280 -0.143 0.126 0.170
H -1.46737 3.45742 -1.65065 -0.020 -0.025 0.003
C -1.65856 -3.37897 2.06301 -0.108 0.006 -0.157
C 2.44281 4.19332 -1.89848 -0.004 0.008 0.010
H 2.36914 6.15453 -2.77109 -0.010 -0.007 0.001
C -2.95638 0.06856 1.87136 0.092 -0.027 -0.101
C -3.30042 -5.71933 -2.05138 0.200 -0.379 -0.047
C 0.16013 0.09208 -2.41900 0.111 -0.040 0.034
C -1.11530 1.45812 -1.04413 0.044 -0.011 0.126
C -2.70848 -1.33309 2.38691 -0.075 0.021 -0.187
C -2.08386 -3.82155 3.29853 -0.075 0.028 0.055
N -0.53824 0.27271 -1.30000 -0.310 -0.368 -0.122
H 2.03883 6.13585 -1.03692 0.007 -0.014 -0.007
H 0.89502 0.93897 -4.23349 -0.002 0.003 0.009
C 1.14518 3.81839 0.22639 0.020 -0.012 0.004
C 0.64515 -0.17933 2.28362 -0.294 0.027 -0.284
H 0.04940 -5.73084 -1.47999 -0.007 0.000 0.001
H 0.38625 4.47173 -0.20434 0.005 -0.020 0.035
H -3.18969 -3.30519 5.06404 -0.004 -0.001 -0.015
H 0.63771 2.97987 0.70066 0.011 0.020 0.005
N -5.23814 -7.30676 -2.70130 0.012 0.059 0.020
N 2.38439 1.16521 0.26797 0.154 0.362 0.029
C 2.51428 1.45102 1.61552 -0.040 -0.045 -0.124
O -0.22204 -0.43701 3.10551 0.162 -0.033 -0.029
H 1.88059 0.32327 0.05380 -0.111 -0.152 0.017
C 3.51027 1.62603 -1.80732 -0.017 -0.036 -0.011
H 0.81193 5.59290 -2.16585 -0.011 -0.013 0.008
H 4.32100 3.46908 3.66289 -0.014 -0.014 -0.001
O -2.26816 2.65270 0.65710 -0.084 0.086 -0.076
H 4.03436 2.92846 1.28777 -0.010 -0.009 0.010
C 3.27234 3.73294 -2.91594 -0.020 0.001 -0.010
C 0.31393 1.11223 -3.33941 0.043 0.086 0.067
N -1.98251 -2.16163 1.61957 0.540 0.078 0.181
H -4.57796 -4.01945 -1.85767 -0.005 -0.029 -0.003
H 4.44203 2.10087 -3.67757 -0.012 0.012 0.019
C -0.99539 2.52127 -1.91488 0.054 -0.083 0.052
H -3.77654 -1.01813 4.18586 0.013 0.015 -0.014
C 1.74090 0.79276 2.59043 0.076 -0.067 0.176
H 1.64198 4.37552 1.02560 0.033 -0.003 -0.033
C -2.52982 -3.51067 -1.44283 0.274 -0.876 -0.124
C -0.27162 2.34149 -3.08294 0.026 0.023 -0.083
C -3.18499 -1.72301 3.61945 -0.055 0.007 -0.101
H -1.05723 -3.99135 1.40811 0.063 0.038 0.004
O -3.78561 0.78542 2.36226 0.038 0.051 0.112
C 2.67923 2.06786 -0.77996 -0.003 -0.060 0.053
C 3.79313 2.44841 -2.88282 0.010 -0.017 -0.023
H -0.16459 3.15292 -3.79074 0.013 0.003 0.013
C 1.92643 1.11434 3.93739 -0.039 -0.049 -0.031
H 0.59830 -0.88728 -2.56151 -0.062 -0.015 0.002
H 3.51716 4.39536 -3.73839 -0.003 -0.011 0.007
N -2.14097 0.34145 0.79026 -0.099 0.276 0.165
C -1.97830 -6.20045 -1.94772 -0.330 -0.231 -0.113
H 2.96900 2.29139 5.39261 0.003 0.000 -0.018
C 1.88808 5.59291 -1.97125 0.017 -0.005 -0.001
S 0.08713 -2.95387 -0.82029 0.327 0.052 0.074
H 3.94047 0.63415 -1.73340 -0.010 0.020 -0.003
C -4.37799 -6.60217 -2.41189 0.101 -0.010 0.007
C 3.59454 2.71932 3.37240 0.008 -0.007 0.036
C 3.43582 2.42155 2.03501 -0.015 -0.006 -0.029
C -1.68086 -7.58608 -2.20208 -0.089 0.050 0.011
H -1.80110 -4.80910 3.63394 -0.004 0.013 -0.017
C -3.56407 -4.39204 -1.78892 0.217 0.540 0.117
C -2.85646 -2.98133 4.08680 0.020 -0.097 0.041
C 2.11350 3.35077 -0.82696 0.007 0.050 0.031
C -1.21424 -3.99604 -1.31478 -0.626 -0.337 -0.235
C 2.84392 2.06027 4.34342 0.022 0.040 -0.057
C -1.91838 1.58122 0.23596 -0.020 -0.199 0.025
C -0.95871 -5.34868 -1.57604 0.072 0.456 0.115
Pd -1.09288 -1.19188 0.07259 -0.268 0.087 -0.053
N -1.44104 -8.69263 -2.39765 0.024 0.064 0.009
H 1.30175 0.60235 4.65696 0.005 -0.004 0.000
```
Forces are in eV/Å.

The spin multiplicity is 1. The calculation puts the HOMO energy at -7.85 eV. Its gap between HOMO and LUMO is 5.9 eV.

Mulliken population analysis, charges in e, atoms 1 to 8:
1 S -0.30
2 O -0.59
3 H 0.58
4 C -0.45
5 C 1.16
6 H 0.45
7 C 0.02
8 C 0.43

---

# 5
C4H10N2 | wB97M-V/def2-TZVPD

Structure (XYZ):
```
16
Properties=species:S:1:pos:R:3:forces:R:3
H 0.63609 -0.90454 3.95923 -0.066 0.054 0.219
N -0.88207 -0.45657 -2.70103 0.367 0.600 0.324
H -0.74177 -1.44235 -2.50949 0.055 -0.028 0.051
H 1.67829 -1.36607 2.54554 0.065 -0.029 0.157
C 0.21005 0.07361 -3.12178 -1.168 -1.240 -0.419
C 0.07532 -0.12882 2.05410 -0.271 -0.002 -0.137
C 0.67363 -1.14225 2.90307 0.304 -0.163 -0.123
H -0.91209 1.28271 3.34816 -0.155 -0.306 0.342
H 1.05911 -0.58666 -3.25627 0.644 0.546 -0.283
H 0.11094 -2.08887 2.77083 -0.028 0.208 -0.058
C -0.93173 0.76068 2.39817 0.295 0.510 0.133
N 0.26024 1.39881 -3.45281 -0.388 0.566 0.237
H 0.65373 1.72551 -4.32267 0.540 -0.464 0.110
H 0.44804 -0.03829 1.03758 -0.157 -0.197 -0.324
H -0.66269 1.80326 -3.34755 -0.013 0.016 0.079
H -1.67510 1.10983 1.69490 -0.024 -0.071 -0.307
```
Forces are in eV/Å.

The spin multiplicity is 2. For the energy above the lowest of the compared OMol25 structures with the same formula, charge and spin, the calculation gives 3.268 eV. Its net charge is +1. The calculation puts the HOMO energy (spin up / spin down) at -12.11 / -12.10 eV. Its gap between HOMO and LUMO (spin up / spin down) is 6.2 / 3.5 eV.

Mulliken population analysis, charges in e, atoms 1 to 8:
1 H 0.37
2 N -0.67
3 H 0.24
4 H 0.33
5 C 0.03
6 C 0.30
7 C -0.88
8 H 0.32

---

# 6
H3PS2 | wB97M-V/def2-TZVPD

Structure (XYZ):
```
6
Properties=species:S:1:pos:R:3:forces:R:3
S -2.23611 -0.31544 0.00924 -0.043 -0.143 0.018
S 1.07093 -0.03033 -0.02139 0.411 2.726 -2.026
H 2.39502 -0.17731 -0.18118 -0.079 -0.068 0.075
H 0.95287 -1.02229 0.71782 -0.222 -2.646 1.964
H -3.60910 1.83932 -0.66081 0.077 -0.570 1.131
P -3.39611 1.07046 0.62880 -0.144 0.702 -1.162
```
Forces are in eV/Å.

The spin multiplicity is 1. As for the structure (SMILES): P=S.S. For the energy above the lowest of the compared OMol25 structures with the same formula, charge and spin, the calculation gives 1.387 eV. The calculation puts the HOMO energy at -8.91 eV. Its gap between HOMO and LUMO is 7.4 eV.

Mulliken charges, unit e, in atom order:
1 S -0.17
2 S -0.27
3 H 0.14
4 H 0.14
5 H 0.07
6 P 0.10